Formula: C14H27N2O5S
Source: OMol25
Level of theory: ωB97M-V/def2-TZVPD

The geometry in XYZ format:
```
49
Properties=species:S:1:pos:R:3:forces:R:3
C -0.5442 5.8385 2.2017 -4.039 -9.252 -0.401
C -1.1097 4.5388 2.0287 3.672 8.378 1.993
S -1.7277 2.8072 2.5501 1.194 2.182 -0.360
C -3.5839 2.6865 2.3231 -2.183 -0.138 -1.636
C -4.0844 2.4843 0.7744 -1.751 -0.210 -0.345
N -4.5091 3.8024 0.0960 -0.366 -0.841 1.157
C -0.8046 1.5856 1.4145 1.927 -0.056 -1.580
C 0.7192 1.4577 2.0916 1.559 1.369 7.025
O 0.8794 1.6598 3.4156 -1.376 -1.436 -8.991
O 1.9420 1.1746 1.3171 -2.088 2.877 0.557
C 2.4224 2.3564 0.5838 -2.579 2.961 -6.790
C 3.6922 3.3153 1.0142 0.592 -0.241 0.202
O 1.8113 2.6884 -0.5876 3.508 -2.590 8.056
H -0.0971 6.9213 2.4317 -1.230 -2.910 -0.962
H -3.9696 1.7623 2.9429 1.374 1.794 -0.941
H -4.1330 3.6609 2.7270 1.730 -1.987 -0.534
H -3.3374 1.8970 0.0864 -1.222 1.185 1.534
H -5.0892 1.8415 0.8225 2.433 0.996 0.166
H -5.5085 3.7162 -0.2448 1.747 0.187 0.691
H -4.4696 4.5885 0.7825 -0.161 -0.912 -0.922
H -0.6223 2.0237 0.3375 -0.615 -0.729 2.047
H -1.3367 0.5473 1.3260 0.793 2.046 0.444
H 4.4455 2.7975 1.7666 -1.823 0.979 -1.593
H 3.3401 4.3498 1.4835 0.328 -2.492 -0.934
H 4.2790 3.6128 0.0212 -1.552 -0.955 2.104
C 1.0008 -4.4880 -3.9024 -0.213 -0.213 0.144
O 1.0468 -4.9363 -2.5540 0.391 0.304 -0.238
C 2.3128 -4.6926 -1.9290 -0.248 -0.007 0.581
C 2.1573 -3.6578 -0.8036 -0.085 -0.050 -0.673
N 1.8875 -2.3226 -1.3462 -0.252 -0.103 0.262
C 1.4933 -1.3459 -0.3273 -0.120 -0.086 -0.390
C 0.1516 -1.5842 0.3936 0.244 0.249 -0.258
O -0.9893 -1.4552 -0.4571 0.317 -0.053 0.573
C -1.3489 -2.6481 -1.1422 -0.398 0.108 -0.251
H 0.0468 -4.8032 -4.3346 0.131 -0.013 0.158
H 1.0554 -3.3977 -3.9499 0.134 0.071 -0.167
H 1.8118 -4.9317 -4.4893 -0.038 0.120 -0.008
H 3.0820 -4.3823 -2.6496 -0.265 0.066 0.056
H 2.6345 -5.6424 -1.4890 0.017 0.096 -0.011
H 3.0773 -3.6281 -0.2117 -0.039 0.045 -0.025
H 1.3389 -3.9905 -0.1558 0.075 -0.243 0.101
H 1.1380 -2.3892 -2.0346 0.315 -0.002 0.179
H 1.4363 -0.3746 -0.8320 -0.054 -0.046 0.128
H 2.2945 -1.2636 0.4188 -0.139 -0.127 -0.064
H 0.0472 -0.7966 1.1486 0.097 -0.186 0.003
H 0.1294 -2.5303 0.9443 -0.043 -0.062 -0.153
H -1.1134 -3.5489 -0.5676 0.106 0.108 -0.062
H -0.8649 -2.6805 -2.1196 0.034 -0.232 0.032
H -2.4299 -2.6242 -1.3161 0.162 0.051 0.095
```
Positions in Å, forces in eV/Å.

Output
E_HOMO (eV): -10.808
Frontier orbital gap (Eh): 0.2216
Electronic energy (eV): -38989.594
Charge: +1

Here are the Mulliken charges for atoms 1 to 2, given in e:
1. C -0.0815
2. C -0.2311